[1]
DFT (wB97M-V/def2-TZVPD) results for a molecular structure, C13H20ClMoN3O2 at a distorted geometry.

```
40
Properties=species:S:1:pos:R:3:mulliken_spin:R:1
H 1.528 1.349 4.062 0.000
Mo 0.477 -0.183 -1.382 2.073
C -1.376 0.528 -2.437 0.003
H -1.518 -1.623 -3.117 -0.003
H 0.737 2.307 0.606 0.001
Cl 3.552 -0.668 -2.437 0.039
C -0.939 -0.704 -3.037 -0.103
H -1.617 0.296 0.127 0.010
H 0.293 2.634 3.837 0.000
C 1.258 1.943 1.494 0.016
C 1.038 -1.500 -4.510 0.026
C -2.109 -1.471 1.736 0.002
H -2.625 -1.077 0.854 0.000
H -0.157 1.065 4.438 0.000
N -0.623 0.384 0.377 0.043
C -1.527 -0.467 3.881 0.002
N 0.341 1.195 2.339 -0.019
H -0.388 2.557 -2.374 0.008
H 2.124 -1.393 -4.492 -0.001
H -1.428 -2.280 1.442 -0.003
O 3.283 0.369 0.000 0.026
N -1.403 -0.411 2.440 0.003
H 0.736 -1.358 -5.557 0.006
C -0.540 0.375 1.750 -0.022
H -2.868 -1.870 2.406 0.000
H 1.653 1.321 -3.693 0.008
C 2.659 -0.030 -0.968 -0.148
H 1.646 2.798 2.063 0.002
C 0.352 -0.506 -3.631 0.057
C 0.503 1.563 3.738 0.000
H -2.381 0.723 -2.072 -0.006
C 0.461 -2.159 -0.971 -0.133
H 2.110 1.321 1.202 -0.005
H -2.278 -1.226 4.113 0.000
C 0.745 0.848 -3.335 -0.021
O 0.351 -3.301 -0.719 0.148
C -0.329 1.500 -2.631 -0.012
H -0.606 -0.791 4.389 0.000
H 0.796 -2.525 -4.217 0.005
H -1.932 0.470 4.285 0.000
```

Output
Orbital gap (alpha / beta) (eV): 6.06 / 5.90
E_tot (Ha): -1349.8208
2S+1: 3
Charge: +2

[2]
DFT (wB97M-V/def2-TZVPD) results for a gas-phase ion, C13H20ClN2 (charge +1) at a distorted geometry.

```
36
Properties=species:S:1:pos:R:3:mulliken_charge:R:1
H 2.356 -1.153 0.343 0.362
N -1.333 -0.300 0.332 0.195
C 1.140 1.972 0.399 -1.039
H 0.250 2.459 -0.025 0.271
H 0.863 0.005 -5.154 0.391
C -2.711 -2.320 0.416 -0.620
H -3.182 -0.423 1.460 0.351
H 1.037 -2.312 -0.769 0.621
H 2.015 2.240 -0.213 0.385
H -1.634 0.679 0.292 0.526
C -2.336 -1.084 1.202 -0.501
H -1.208 -3.047 -0.969 0.368
C -0.167 -0.367 -3.284 -0.436
C 1.041 -1.635 -1.638 -0.571
C 2.152 -0.938 -3.678 -0.495
H -1.817 -1.347 2.123 0.377
H 1.331 2.330 1.429 0.421
N 1.024 0.495 0.351 0.439
C 2.300 -0.136 0.745 -1.130
H -2.406 -3.215 0.967 0.325
C -0.107 -0.903 -1.989 0.772
C 2.199 -1.563 -2.428 -0.696
H 2.383 -0.176 1.843 0.328
Cl -0.481 0.812 2.583 -0.109
H 3.138 0.442 0.330 0.364
C -0.070 -0.131 1.036 -1.111
C -1.364 -0.898 -1.143 -0.475
H -2.110 -0.227 -1.609 0.515
H -3.792 -2.403 0.278 0.265
H 3.140 -1.998 -2.063 0.432
C 0.940 -0.398 -4.140 -0.606
H -1.118 0.063 -3.634 0.337
H -2.648 -2.457 -1.757 0.378
C -1.974 -2.269 -0.919 -0.637
H 3.050 -0.873 -4.298 0.410
H 0.229 -1.148 1.345 0.595
```

Output
SMILES: CN(C)[C@@H](Cl)[N@@H+]1CCC[C@@H]1c1ccccc1
Orbital gap (eV): 9.50
E_tot (Ha): -1076.7949
Charge: +1

[3]
DFT (wB97M-V/def2-TZVPD) results for a single C13H20ClNO2 molecule.

```
37
Properties=species:S:1:pos:R:3:mulliken_charge:R:1
C 4.084 1.883 0.751 -1.382
H 1.629 0.412 0.705 0.107
H 3.838 -0.517 1.785 0.274
H -0.091 -2.175 -1.449 0.351
H 4.572 2.644 0.152 0.419
C -2.171 1.182 -0.155 0.432
H 6.201 0.866 -0.692 0.411
O 2.333 -2.594 -0.588 -0.592
C 0.176 -1.567 -0.576 -0.895
H 1.706 -1.131 1.586 0.436
C -3.473 1.456 0.213 -0.534
H -2.300 -2.194 -0.140 0.368
Cl -1.060 2.465 -0.469 -0.210
H 3.745 0.560 -0.913 0.205
H -4.778 -2.305 1.714 0.299
H -4.620 -2.913 0.067 0.363
H -5.359 0.631 0.771 0.383
C -4.861 -2.034 0.661 -1.480
H 4.551 1.862 1.736 0.329
H 1.963 -0.752 -1.436 0.164
O -0.423 -0.292 -0.644 -0.270
H -3.796 2.481 0.301 0.434
H -5.891 -1.749 0.467 0.396
H 3.211 -2.439 -0.203 0.402
C -4.344 0.414 0.475 -0.587
H 5.764 -0.843 -0.564 0.343
N 3.546 -0.557 0.815 -0.276
C 5.681 0.130 -0.085 -1.482
C -1.721 -0.137 -0.282 0.348
C -2.617 -1.168 -0.032 -0.361
H -0.123 -2.101 0.334 0.505
C -3.928 -0.904 0.354 0.398
H 3.039 2.161 0.870 0.334
C 1.690 -1.346 -0.549 0.074
C 2.094 -0.581 0.723 -0.558
H 6.165 0.079 0.888 0.331
C 4.211 0.513 0.077 0.522
```

Output
SMILES: Cc1ccc(Cl)c(OC[C@H](O)CNC(C)C)c1
Orbital gap (eV): 9.32
E_tot (Ha): -1172.7838

[4]
DFT (wB97M-V/def2-TZVPD) results for a molecular structure, C13H20F3N2O6PS3.

```
48
Properties=species:S:1:pos:R:3:mulliken_charge:R:1
H 3.744 3.053 -2.305 0.310
C 1.413 -0.984 -2.078 -1.161
C -2.359 -0.758 -2.811 -0.539
C -4.385 -0.356 -1.349 -0.669
H 4.275 3.917 0.639 0.400
H -0.533 -1.028 -3.952 0.536
H -1.059 0.072 5.383 0.273
H 1.740 -0.669 -3.066 0.550
H 3.511 4.733 -1.718 0.391
H -4.572 0.659 -1.002 0.396
H -2.993 -0.822 -3.683 0.466
H 0.650 -3.102 -3.462 0.371
F -6.686 -1.908 -1.656 -0.268
C -0.080 -0.825 -1.918 0.413
S 2.275 3.150 -0.420 0.387
F -6.491 -1.658 -3.802 -0.263
O 1.788 1.781 -0.728 -0.487
N 0.023 -0.440 0.521 -0.451
H 0.033 -0.314 6.735 0.387
O 1.393 -3.103 -0.359 -0.481
S -1.075 -0.163 1.638 0.099
H 2.364 1.605 6.001 0.294
C 2.541 0.569 5.712 -0.957
H 1.861 -0.350 -1.311 0.084
C -0.114 0.319 5.860 -0.933
H 3.457 0.497 5.130 0.322
H 3.551 2.505 1.454 0.233
C 3.807 2.943 0.491 -0.903
H -4.719 -1.031 -0.564 0.400
F -4.984 -2.758 -2.694 -0.258
H 0.703 -3.770 -0.434 0.312
H 4.467 2.273 -0.059 0.309
H 2.228 3.927 -2.652 0.313
C -0.945 -0.893 -2.958 -0.390
C -2.042 -0.444 -0.493 0.430
C -0.633 -0.577 -0.637 0.437
C -5.813 -1.687 -2.667 0.937
H -0.103 1.373 6.138 0.299
S 1.194 0.003 4.668 0.557
O 1.034 -3.607 -2.737 -0.558
C 3.025 3.780 -1.927 -0.994
O 1.038 1.009 3.588 -0.568
O -5.157 -0.525 -2.544 -0.380
N -2.420 -0.232 0.781 -0.667
H 2.612 -0.072 6.590 0.373
C -2.917 -0.537 -1.600 0.308
P 1.958 -2.682 -1.791 1.066
O 3.399 -2.873 -1.949 -0.724
```

Output
Orbital gap (eV): 8.46
E_tot (Ha): -2903.9097

[5]
DFT (wB97M-V/def2-TZVPD) results for a single C13H20F3NO4 molecule at a distorted geometry.

```
41
Properties=species:S:1:pos:R:3:mulliken_charge:R:1
H 0.550 0.824 2.185 0.279
C 3.144 -1.288 -1.112 0.668
O -2.405 1.018 -1.708 -0.315
O 1.226 3.698 -1.954 -0.551
O 3.212 -1.091 -2.432 -0.553
H -1.261 -1.225 3.057 0.339
H 0.495 -4.127 0.820 0.360
C 3.623 -0.035 -0.122 -0.634
H 3.647 0.959 -0.774 0.271
H 2.910 0.084 0.804 0.100
F -2.534 -0.523 -3.617 -0.229
C -2.639 -0.390 -2.135 0.721
C -2.411 1.121 -0.239 -0.959
H -1.871 3.125 1.615 0.422
C 0.221 -3.033 0.431 -0.663
H 4.712 -0.324 0.251 0.351
H 0.459 0.745 -1.539 0.245
C 1.226 -2.730 -0.830 -0.269
H 1.421 -1.392 1.661 0.094
F -3.952 -0.935 -1.720 -0.235
C -0.977 2.909 0.888 -1.005
C 0.404 -2.007 1.712 -0.310
O 2.639 -2.509 -0.442 -0.339
H 0.043 3.103 1.474 0.345
H -1.804 -1.366 1.258 0.257
C 0.370 1.497 -0.647 -0.186
C -0.898 1.304 0.425 1.341
C -0.915 -1.016 1.934 -0.499
H 0.881 -1.851 -1.534 0.155
H -2.941 0.239 0.318 0.315
N -0.853 3.742 -0.388 -0.435
H -1.246 1.124 2.672 0.313
H -0.925 -3.106 0.113 0.221
C 0.349 3.103 -1.110 0.255
H 0.518 -2.693 2.683 0.357
H -3.048 2.097 0.018 0.318
C -0.563 0.582 1.857 -0.854
H -1.718 3.753 -1.005 0.359
F -1.594 -1.204 -1.471 -0.193
H 1.279 1.523 0.122 -0.105
H 1.228 -3.705 -1.518 0.253
```

Output
SMILES: CC(=O)OCCCCC[C@@]1(COC(F)(F)F)CNC(=O)C1
Orbital gap (eV): 10.14
E_tot (Ha): -1162.3435

[6]
DFT (wB97M-V/def2-TZVPD) results for a molecular structure, C13H20MnNO4PS5 at a distorted geometry.

```
45
Properties=species:S:1:pos:R:3:mulliken_spin:R:1
H 10.509 4.306 4.863 -0.004
S 10.562 10.421 6.040 0.051
H 6.768 6.419 5.134 -0.004
H 11.095 14.174 8.073 0.000
C 7.847 6.428 5.123 -0.058
H 8.105 8.637 5.406 0.010
Mn 12.818 10.063 6.660 3.051
N 12.067 8.313 6.079 0.092
O 16.124 8.099 7.607 0.000
C 9.967 5.217 5.007 -0.081
H 17.311 12.383 6.742 0.000
H 11.634 13.427 5.689 -0.002
H 16.168 5.714 7.628 0.000
H 16.611 11.767 9.724 0.000
P 15.694 9.580 7.714 -0.030
O 12.833 6.101 6.893 0.018
C 10.618 6.440 5.240 0.158
O 13.052 6.516 4.440 0.018
S 14.155 9.689 8.948 0.047
H 8.088 4.408 4.480 0.018
H 17.986 5.758 7.599 0.000
H 15.898 12.868 7.580 0.000
C 12.617 13.885 5.890 0.005
H 12.543 14.923 6.013 0.001
S 15.234 10.187 5.857 0.011
S 13.164 13.100 7.428 -0.007
C 9.930 7.605 5.413 0.030
C 16.956 12.637 7.748 0.000
C 8.502 7.630 5.232 0.105
C 17.193 11.622 8.804 0.002
H 16.596 7.593 9.555 0.001
H 13.293 13.529 5.113 0.001
C 11.992 13.771 8.563 0.001
S 12.341 6.737 5.658 0.027
C 10.786 8.720 5.824 0.358
C 17.075 5.963 8.187 0.000
H 18.278 11.655 9.092 0.000
C 8.591 5.272 4.891 0.180
O 17.050 10.219 8.323 -0.001
H 11.637 12.943 9.186 0.000
H 17.437 13.560 8.059 0.000
H 18.055 7.936 8.435 0.000
H 17.117 5.512 9.185 0.000
C 17.035 7.445 8.578 -0.001
H 12.449 14.451 9.298 0.000
```

Output
Orbital gap (alpha / beta) (eV): 4.58 / 7.17
E_tot (Ha): -4346.4767
2S+1: 5
Charge: -1